No. 1
This record from OMol25 describes a structure of composition C14H20BBaBr10O8. The level of theory is ωB97M-V with the def2-TZVPD basis set.

```
54
Properties=species:S:1:pos:R:3:forces:R:3
Ba -1.542 7.202 -0.982 0.132 -0.539 -0.020
O -0.722 5.035 0.496 0.755 -1.650 -1.375
C -0.428 4.000 -0.131 -1.229 0.294 1.496
O -0.224 2.801 0.353 -0.193 0.886 0.030
B -0.009 1.841 -0.761 1.153 -3.049 -0.230
O -0.101 2.629 -1.981 -0.708 2.419 -0.057
C -0.428 3.897 -1.657 1.024 -1.351 -0.041
O -0.668 4.841 -2.364 0.316 -0.074 -0.222
O -0.904 0.630 -0.865 -0.572 1.079 0.853
C -0.334 -0.463 -0.394 -1.467 -4.314 -0.196
O -0.902 -1.585 -0.222 2.229 4.621 -0.384
C 1.201 -0.173 -0.279 0.514 -0.430 1.075
O 1.315 1.136 -0.605 0.467 -0.131 0.437
O 2.072 -0.951 0.102 -1.966 2.206 -1.226
Br -2.460 0.782 4.978 -0.650 0.559 -0.405
C -3.637 1.150 3.405 1.730 -0.446 -0.531
C -2.738 0.826 2.110 -2.234 0.698 0.995
Br -3.780 1.860 0.723 0.730 -0.595 0.075
H -3.986 2.182 3.397 0.672 0.032 0.246
H -4.544 0.567 3.566 0.426 -0.481 -0.461
H -2.714 -0.233 1.856 -0.270 0.191 -0.098
H -1.716 1.206 2.133 -0.378 0.332 0.198
Br 6.556 2.044 -1.292 -0.577 -0.221 0.057
C 4.931 1.038 -0.751 0.624 0.032 -0.110
C 5.288 -0.108 0.140 0.034 -0.525 0.108
Br 6.058 -1.605 -0.993 -0.329 1.200 0.670
H 4.470 0.641 -1.655 -0.059 0.476 0.063
H 4.297 1.742 -0.213 0.012 -0.025 -0.237
H 4.386 -0.443 0.652 -0.102 -0.534 -0.590
H 5.942 0.154 0.971 0.574 -0.129 -0.500
Br -2.596 -5.680 0.542 -0.008 0.591 0.592
C -3.028 -4.321 1.924 1.931 0.281 0.822
C -1.708 -3.716 2.606 -0.903 -0.353 -1.010
Br -2.267 -2.539 4.098 0.219 -0.722 -0.573
H -3.490 -4.855 2.754 -0.443 0.046 -0.463
H -3.670 -3.590 1.433 0.191 -0.076 0.299
H -1.052 -3.088 2.003 -0.568 0.023 -0.378
H -1.068 -4.533 2.939 -0.375 0.040 0.502
Br 5.005 -2.948 1.883 -0.588 -0.427 0.785
C 4.335 -4.407 0.776 -0.192 0.676 -1.677
C 3.298 -3.848 -0.275 -0.087 -0.265 1.119
Br 3.083 -4.990 -1.866 0.219 0.255 0.634
H 3.857 -5.192 1.362 0.250 0.274 0.159
H 5.271 -4.752 0.336 -0.407 -0.218 -0.238
H 3.407 -2.821 -0.623 0.718 -0.383 0.014
H 2.338 -3.829 0.242 -0.112 -0.236 -0.255
Br -3.700 4.575 -2.307 -0.687 -0.395 -0.185
C -3.993 3.070 -3.602 -0.385 0.002 -0.463
C -2.648 2.461 -3.873 0.275 0.091 0.104
Br -2.645 1.188 -5.437 -0.120 0.946 1.263
H -4.434 3.525 -4.489 0.041 0.073 0.212
H -4.705 2.389 -3.137 0.137 0.181 0.071
H -2.311 1.977 -2.956 0.101 -0.541 -0.455
H -1.954 3.279 -4.068 0.131 -0.392 -0.501
```
Positions in Å, forces in eV/Å.

The net charge is 0. For the frontier orbital gap (alpha / beta), the calculation gives 4.302 / 7.651 eV. Its HOMO energy (alpha / beta) is -5.8273 / -9.1770 eV. As for the spin multiplicity: 2.

No. 2
This record from OMol25 describes the molecule C4H6N2O. The level of theory is ωB97M-V with the def2-TZVPD basis set.

```
13
Properties=species:S:1:pos:R:3:forces:R:3
N -2.243 0.612 -0.342 0.128 0.446 -0.664
C -0.983 0.380 -0.312 -0.373 -0.121 -0.071
C -0.755 -1.076 -0.016 -0.004 -0.061 -0.180
N 0.592 -1.113 0.567 -0.026 0.158 0.137
C 1.177 0.090 0.256 -0.374 -0.012 0.041
O 2.476 0.210 0.571 -0.178 0.113 -0.063
C 0.326 1.021 -0.284 -0.239 0.072 0.164
H -2.578 1.513 -0.640 0.412 0.675 0.091
H -1.695 -1.198 0.538 0.954 -1.249 0.796
H -0.812 -1.688 -0.921 0.079 0.140 -0.023
H 1.175 -1.942 0.571 -0.266 0.218 -0.087
H 2.769 1.112 0.379 -0.076 -0.227 -0.017
H 0.551 2.077 -0.366 -0.038 -0.150 -0.125
```
Positions in Å, forces in eV/Å.

The net charge is 0. For the frontier orbital gap, the calculation gives 8.668 eV. Its HOMO energy is -8.1004 eV. As for the SMILES: [H]/N=C1\C=C(O)NC1. Its relative energy (zero: lowest compared OMol25 entry of this formula, charge and spin) is 40.12 kcal per mole.

No. 3
This record from OMol25 describes the molecule C8H11N3. The level of theory is ωB97M-V with the def2-TZVPD basis set.

```
22
Properties=species:S:1:pos:R:3:forces:R:3
C -2.927 0.046 -1.039 -0.576 0.260 -0.153
C -2.948 -1.314 -1.373 1.631 -0.383 0.710
C -1.599 0.298 -0.751 -1.021 3.328 0.143
C 0.886 0.034 1.512 0.272 0.487 2.570
C 1.166 0.096 0.245 0.092 -0.127 -3.317
C 0.565 -0.897 -0.739 -1.677 -2.514 0.450
C 1.370 1.034 2.637 -2.012 0.404 -3.031
C 2.045 1.055 -0.542 -1.443 -0.261 0.213
N -1.716 -1.859 -1.320 -0.153 0.806 0.430
N 1.146 -1.904 -1.258 0.974 2.282 1.582
N -0.932 -0.821 -0.918 2.284 -0.655 0.161
H -3.798 0.713 -1.066 0.734 -0.249 0.214
H -3.770 -1.982 -1.426 -0.604 -0.284 -0.614
H -1.116 1.302 -0.521 -0.619 -1.809 -0.195
H 0.391 -0.860 1.863 -0.519 0.059 0.087
H 0.574 1.044 3.418 1.092 -0.022 -0.305
H 1.392 2.074 2.118 0.348 -1.643 1.254
H 2.336 0.647 2.894 0.513 0.375 0.862
H 2.344 0.417 -1.442 0.373 1.619 1.217
H 1.362 1.903 -0.812 0.806 -0.530 -0.382
H 2.777 1.459 0.157 0.561 -0.122 -0.708
H 0.449 -2.485 -1.639 -1.055 -1.021 -1.188
```
Positions in Å, forces in eV/Å.

The net charge is 0. For the frontier orbital gap, the calculation gives 10.156 eV. Its HOMO energy is -9.3738 eV. As for the SMILES: [H]/N=C(/C(C)=C/C)n1cccn1. Its relative energy (zero: lowest compared OMol25 entry of this formula, charge and spin) is 41.58 kcal per mole.

Question: Which value of net charge does entry 3 give?
Answer: 0